1.
Molecular formula: C26H78O13
Method: DFT, ωB97M-V with the def2-TZVPD basis set

Gap between HOMO and LUMO (alpha / beta) ... 8.5 / 1.8 eV
⟨S²⟩ ... 0.754
F_max ... 0.0694 hartree/bohr
Net charge ... +1
Energy above the lowest of the compared OMol25 structures with the same formula, charge and spin ... 197.9 kJ/mol
Spin multiplicity ... 2
HOMO level (alpha / beta) ... -11.02 / -11.02 eV

CARTESIAN COORDINATES (ANGSTROEM)
C (-0.23, -0.35, 0.54)
C (-0.92, 0.20, -0.74)
O (-0.83, -0.73, -1.78)
H (0.84, -0.53, 0.44)
H (-0.71, -1.30, 0.75)
H (-0.35, 0.30, 1.40)
H (-0.45, 1.15, -0.99)
H (-2.00, 0.32, -0.66)
H (0.09, -0.98, -1.86)
C (-2.75, 3.25, -2.74)
C (-4.00, 3.34, -3.62)
O (-3.78, 4.56, -4.34)
H (-2.83, 4.02, -1.97)
H (-1.81, 3.47, -3.23)
H (-2.60, 2.27, -2.28)
H (-4.92, 3.50, -3.07)
H (-4.11, 2.39, -4.14)
H (-3.02, 4.35, -4.88)
C (2.51, 2.45, 5.36)
C (1.40, 1.42, 5.18)
O (1.31, 1.06, 3.82)
H (2.37, 3.26, 4.65)
H (3.43, 1.89, 5.21)
H (2.51, 2.95, 6.33)
H (0.43, 1.80, 5.53)
H (1.60, 0.54, 5.79)
H (1.00, 1.87, 3.39)
C (0.53, 5.43, -2.35)
C (1.22, 4.08, -2.11)
O (2.65, 4.19, -2.21)
H (0.99, 6.08, -3.08)
H (0.68, 5.99, -1.43)
H (-0.53, 5.40, -2.62)
H (0.98, 3.35, -2.89)
H (0.94, 3.60, -1.17)
H (2.98, 4.07, -1.31)
C (-0.28, -3.46, 2.73)
C (0.73, -4.37, 3.59)
O (0.45, -5.70, 3.35)
H (-0.11, -3.61, 1.66)
H (-0.15, -2.39, 2.88)
H (-1.29, -3.77, 2.97)
H (0.51, -4.24, 4.65)
H (1.77, -4.14, 3.37)
H (0.93, -6.16, 4.05)
C (-2.06, -0.96, -5.58)
C (-2.89, -1.79, -4.58)
O (-3.13, -1.02, -3.43)
H (-1.11, -0.64, -5.14)
H (-2.56, -0.08, -5.98)
H (-1.83, -1.53, -6.49)
H (-2.31, -2.66, -4.25)
H (-3.86, -2.02, -5.02)
H (-2.32, -1.02, -2.92)
C (1.72, 0.06, -3.82)
C (2.63, -0.74, -2.89)
O (1.81, -1.62, -2.14)
H (1.06, 0.77, -3.32)
H (1.13, -0.61, -4.44)
H (2.25, 0.76, -4.47)
H (3.06, -0.07, -2.15)
H (3.47, -1.25, -3.37)
H (2.37, -1.92, -1.42)
C (-4.95, -2.12, 0.68)
C (-4.06, -1.43, 1.72)
O (-3.67, -2.45, 2.66)
H (-5.18, -1.44, -0.14)
H (-5.88, -2.43, 1.17)
H (-4.39, -3.00, 0.34)
H (-4.61, -0.59, 2.14)
H (-3.17, -1.12, 1.18)
H (-4.46, -2.90, 2.98)
C (-2.54, 0.87, 5.38)
C (-1.66, -0.21, 4.75)
O (-2.33, -1.47, 4.86)
H (-2.07, 1.85, 5.41)
H (-2.75, 0.66, 6.43)
H (-3.43, 0.93, 4.75)
H (-0.70, -0.24, 5.26)
H (-1.41, 0.09, 3.73)
H (-2.77, -1.63, 4.02)
C (2.35, -5.47, -4.93)
C (2.30, -4.52, -3.70)
O (1.28, -3.56, -3.96)
H (3.17, -6.19, -4.99)
H (2.23, -4.89, -5.85)
H (1.44, -6.07, -4.90)
H (3.20, -3.92, -3.57)
H (2.13, -5.09, -2.79)
H (1.50, -2.83, -3.38)
C (2.42, -4.33, 0.34)
C (3.02, -3.04, 0.86)
O (3.78, -2.46, -0.22)
H (1.63, -4.31, -0.40)
H (2.05, -4.94, 1.17)
H (3.23, -4.91, -0.11)
H (3.69, -3.26, 1.68)
H (2.29, -2.32, 1.22)
H (4.68, -2.80, -0.21)
C (-2.00, 3.27, 1.91)
C (-0.90, 4.31, 2.31)
O (0.17, 3.68, 3.03)
H (-2.89, 3.71, 1.47)
H (-2.27, 2.66, 2.77)
H (-1.60, 2.61, 1.13)
H (-1.34, 5.11, 2.91)
H (-0.54, 4.85, 1.44)
H (0.92, 4.29, 3.10)
C (2.95, 1.67, 0.31)
C (3.76, 2.80, 1.05)
O (3.84, 3.92, 0.24)
H (3.40, 1.49, -0.66)
H (1.93, 2.02, 0.15)
H (2.89, 0.74, 0.87)
H (4.76, 2.39, 1.21)
H (3.31, 3.11, 2.00)
H (4.65, 4.41, 0.39)

2.
Molecular formula: C26H78O13S13
Method: DFT, ωB97M-V with the def2-TZVPD basis set

Gap between HOMO and LUMO ... 8.3 eV
F_max ... 0.2276 hartree/bohr
Energy above the lowest of the compared OMol25 structures with the same formula, charge and spin ... 1502.6 kJ/mol
HOMO level ... -8.36 eV

CARTESIAN COORDINATES (ANGSTROEM)
C (3.01, 3.39, 1.92)
S (2.02, 4.81, 1.50)
O (0.75, 4.72, 2.20)
C (2.76, 6.07, 2.52)
H (2.93, 3.04, 3.05)
H (3.96, 3.46, 1.90)
H (2.71, 2.36, 1.53)
H (2.33, 7.00, 2.08)
H (3.98, 6.03, 2.39)
H (2.53, 5.92, 3.60)
C (-2.43, -3.70, -1.46)
S (-2.96, -4.57, -2.92)
O (-2.18, -5.86, -2.68)
C (-4.55, -4.95, -2.39)
H (-1.39, -3.22, -1.60)
H (-2.67, -4.24, -0.44)
H (-3.12, -2.89, -1.53)
H (-4.96, -5.71, -3.02)
H (-5.27, -4.17, -2.19)
H (-4.52, -5.63, -1.52)
C (1.27, -5.36, -0.66)
S (0.79, -6.27, -2.05)
O (1.89, -5.85, -3.05)
C (1.25, -7.83, -1.51)
H (1.07, -4.26, -0.91)
H (2.25, -5.46, -0.53)
H (0.94, -5.78, 0.29)
H (1.22, -8.52, -2.20)
H (0.55, -8.27, -0.86)
H (2.16, -7.84, -0.83)
C (2.61, -2.41, -3.83)
S (1.33, -1.29, -4.37)
O (0.05, -1.73, -3.86)
C (2.01, 0.16, -3.44)
H (3.51, -2.20, -4.39)
H (2.16, -3.52, -4.11)
H (2.71, -2.42, -2.62)
H (2.35, 0.07, -2.46)
H (1.12, 0.76, -3.76)
H (2.88, 0.38, -4.02)
C (5.42, 1.23, -2.39)
S (4.72, 1.62, -0.77)
O (3.65, 0.61, -0.53)
C (6.13, 1.00, 0.10)
H (6.43, 1.65, -2.46)
H (4.84, 1.89, -3.09)
H (5.57, 0.11, -2.42)
H (6.30, 0.00, -0.23)
H (5.82, 0.86, 1.17)
H (7.09, 1.48, 0.32)
C (-4.31, -0.63, 0.09)
S (-4.40, 0.89, 1.11)
O (-4.68, 2.00, 0.19)
C (-5.92, 0.54, 1.99)
H (-5.13, -0.61, -0.74)
H (-4.48, -1.31, 1.00)
H (-3.27, -0.57, -0.37)
H (-5.75, -0.43, 2.45)
H (-6.78, 0.30, 1.30)
H (-6.13, 1.36, 2.68)
C (-1.55, -3.75, 1.75)
S (-1.34, -3.31, 3.51)
O (0.05, -2.59, 3.56)
C (-2.53, -2.05, 3.59)
H (-2.38, -4.65, 1.63)
H (-0.61, -4.49, 1.28)
H (-1.45, -2.94, 1.06)
H (-3.55, -2.50, 3.41)
H (-2.54, -1.11, 2.74)
H (-2.90, -1.52, 4.41)
C (0.23, 1.66, -0.08)
S (-0.01, 0.33, 1.04)
O (-1.54, 0.23, 1.33)
C (0.47, -0.93, -0.03)
H (1.06, 1.69, -0.74)
H (0.20, 2.64, 0.22)
H (-0.67, 1.42, -0.71)
H (-0.07, -0.84, -1.05)
H (0.21, -1.80, 0.52)
H (1.58, -0.89, -0.26)
C (3.29, -2.72, 1.13)
S (4.60, -3.80, 1.65)
O (4.29, -5.02, 0.81)
C (5.81, -3.02, 0.55)
H (3.43, -1.49, 1.22)
H (2.27, -2.99, 1.44)
H (3.29, -2.93, 0.08)
H (6.78, -3.30, 0.92)
H (5.96, -1.99, 0.95)
H (5.66, -3.04, -0.43)
C (0.68, 4.99, -2.04)
S (2.46, 5.16, -2.53)
O (3.29, 4.30, -1.64)
C (2.36, 4.34, -4.10)
H (0.37, 5.33, -1.03)
H (0.26, 3.93, -2.27)
H (0.25, 5.49, -2.82)
H (3.22, 4.44, -4.62)
H (1.48, 4.61, -4.94)
H (2.21, 3.12, -4.02)
C (-1.06, 1.35, 4.75)
S (-1.60, 1.58, 6.37)
O (-1.80, 3.16, 6.57)
C (-3.18, 0.77, 6.38)
H (-0.23, 2.05, 4.33)
H (-1.87, 1.48, 3.97)
H (-0.81, 0.29, 4.61)
H (-3.61, 1.14, 7.07)
H (-3.10, -0.32, 6.43)
H (-3.78, 0.96, 5.56)
C (-1.46, 2.20, -4.07)
S (-3.24, 2.30, -4.27)
O (-3.46, 1.66, -5.59)
C (-3.63, 0.99, -3.01)
H (-1.19, 1.25, -4.06)
H (-0.90, 2.76, -3.14)
H (-0.82, 2.42, -5.15)
H (-3.77, 1.62, -2.11)
H (-3.11, 0.10, -2.95)
H (-4.71, 0.54, -3.10)
C (-2.05, 4.12, 1.45)
S (-2.69, 5.64, 2.17)
O (-3.64, 6.07, 1.13)
C (-3.66, 4.70, 3.36)
H (-3.00, 3.62, 0.99)
H (-1.53, 3.35, 2.35)
H (-1.50, 4.24, 0.66)
H (-3.15, 3.74, 3.61)
H (-4.40, 4.49, 2.73)
H (-3.84, 5.46, 4.30)

| no. | calculated total energy (eV) |
| --- | --- |
| 1 | -54831.2113 |
| 2 | -195676.7182 |